# 1
{
  "formula": "C4H4ClF",
  "method": "ωB97M-V/def2-TZVPD",
  "gap_ev": 9.42,
  "smiles": "F/C=C\\C=C\\Cl",
  "lumo_energy_ev": 0.685,
  "species": ["F", "C", "C", "C", "C", "Cl", "H", "H", "H", "H"],
  "positions_angstrom": [[-2.80383, -0.94914, 0.01966], [-2.54045, 0.35148, 0.00660], [-1.28349, 0.79015, -0.03554], [-0.09207, 0.00613, -0.08902], [1.15218, 0.52422, -0.01544], [2.66390, -0.28493, 0.01697], [-3.40298, 0.97654, 0.15706], [-1.15133, 1.85981, 0.03444], [-0.18248, -1.09069, -0.00311], [1.26793, 1.60850, 0.14658]],
  "forces_ev_per_angstrom": [[-0.354, -0.687, -0.156], [1.042, 0.432, 0.408], [-0.746, 0.853, 0.072], [1.967, -1.704, 0.599], [-1.321, 1.208, 0.317], [-0.245, -0.344, -0.030], [-0.205, 0.050, -0.176], [-0.119, 0.189, -0.115], [-0.045, 0.560, -0.502], [0.026, -0.555, -0.417]]
}

=====

# 2
{
  "formula": "C3H6KO4",
  "method": "ωB97M-V/def2-TZVPD",
  "gap_ev": 6.82,
  "lumo_energy_ev": -1.018,
  "multiplicity": 2,
  "species": ["H", "O", "H", "C", "C", "O", "C", "O", "O", "H", "H", "H", "H", "K"],
  "positions_angstrom": [[-1.50877, -0.29819, -4.10551], [-2.18998, -0.48577, -1.23777], [-3.04356, -0.10662, -1.45887], [-1.48805, 0.39678, -0.35853], [-0.17281, -0.27098, -0.00747], [0.52765, 0.60375, 0.86727], [1.73340, 0.21903, 1.31582], [2.21140, -0.89165, 0.97781], [2.35144, 1.04499, 2.03058], [-1.29651, 1.36680, -0.84601], [-2.06751, 0.58006, 0.56119], [0.41908, -0.45411, -0.91611], [-0.35455, -1.23521, 0.48856], [4.87877, -0.46889, 2.68904]],
  "forces_ev_per_angstrom": [[0.011, 0.003, -0.038], [0.211, -0.018, 0.148], [0.016, 0.088, 0.060], [-0.144, 0.211, 0.052], [0.239, -0.376, -0.017], [-1.024, 0.442, -0.235], [2.319, -0.475, 0.397], [-0.324, -0.388, -0.141], [-0.110, 0.274, 0.348], [-0.021, -0.219, 0.135], [0.157, -0.030, -0.207], [-0.168, -0.015, 0.229], [0.049, 0.198, -0.200], [-1.211, 0.307, -0.532]]
}

=====

# 3
{
  "formula": "C24H39BrGeIN2NiSSe",
  "method": "ωB97M-V/def2-TZVPD",
  "gap_ev": [7.11, 7.87],
  "lumo_energy_ev": [-2.623, -2.728],
  "charge": 1,
  "multiplicity": 3,
  "species": ["Ni", "C", "C", "C", "C", "C", "C", "C", "C", "C", "C", "H", "H", "H", "H", "H", "H", "H", "H", "H", "H", "H", "H", "H", "H", "H", "Br", "C", "C", "C", "C", "C", "C", "I", "H", "H", "H", "H", "S", "C", "N", "C", "C", "N", "H", "H", "H", "H", "H", "H", "C", "Ge", "C", "C", "C", "Se", "C", "H", "H", "H", "H", "H", "H", "H", "H", "H", "H", "H", "H", "H", "H"],
  "positions_angstrom": [[-0.04770, -1.23404, 0.01105], [0.01604, -3.60055, -0.03035], [0.45108, -3.14988, 1.26191], [-0.65117, -2.48424, 1.88719], [-1.76236, -2.52520, 0.98598], [-1.34157, -3.19896, -0.20689], [-2.23156, -3.66278, -1.30967], [-3.15265, -2.12155, 1.33361], [-0.75879, -2.07812, 3.31887], [1.73415, -3.53452, 1.91406], [0.75719, -4.52894, -0.92424], [-2.56890, -4.68084, -1.09739], [-1.70362, -3.68871, -2.26393], [-3.11536, -3.03235, -1.39450], [-3.64994, -2.94665, 1.84807], [-3.73712, -1.87692, 0.44929], [-3.15756, -1.26651, 2.00788], [-1.32985, -2.83284, 3.86327], [-1.28606, -1.13028, 3.42544], [0.21776, -1.99330, 3.78873], [1.65717, -4.56119, 2.27925], [1.95508, -2.89294, 2.76354], [2.56138, -3.49429, 1.20725], [0.33463, -5.53032, -0.82273], [1.81180, -4.56954, -0.66832], [0.66877, -4.23387, -1.96771], [-2.75629, 3.41566, -2.40287], [-3.00372, 1.75868, -3.28252], [-3.64224, 1.72133, -4.51209], [-3.81003, 0.51173, -5.16311], [-3.30039, -0.65330, -4.61600], [-2.65587, -0.61979, -3.39146], [-2.53370, 0.57989, -2.71468], [-1.66895, 0.59210, -0.75927], [-4.00694, 2.63479, -4.95451], [-4.33552, 0.48378, -6.10387], [-3.40956, -1.58779, -5.14098], [-2.24704, -1.52162, -2.96413], [1.88879, -1.44315, -1.56578], [2.41326, 0.11455, -1.85864], [3.68861, 0.51525, -1.80731], [3.84407, 1.92060, -2.13756], [2.38311, 2.38895, -2.29826], [1.64161, 1.14810, -2.20961], [4.45861, -0.10478, -1.63174], [4.41885, 2.04534, -3.06125], [4.36352, 2.44983, -1.33416], [2.20470, 2.87301, -3.25920], [2.08176, 3.07053, -1.49580], [0.63669, 1.09412, -2.22556], [0.21202, 4.33564, 4.17015], [0.54334, 3.52730, 2.39192], [2.44959, 3.77509, 1.89164], [-0.68760, 4.16673, 0.97244], [0.24592, 1.53169, 2.53506], [1.22047, 0.55498, 1.15552], [2.74280, -0.08343, 2.17149], [0.22988, 5.41767, 4.08621], [0.98474, 4.04253, 4.87544], [-0.75316, 4.04036, 4.56930], [2.76098, 4.79643, 2.08150], [2.62848, 3.55474, 0.84366], [3.07987, 3.12212, 2.48828], [-0.36040, 5.11799, 0.56565], [-1.69580, 4.29555, 1.35491], [-0.72688, 3.44186, 0.16377], [-0.81067, 1.31036, 2.38816], [0.55068, 1.13330, 3.49964], [3.42531, 0.73906, 2.37445], [3.23340, -0.82894, 1.54905], [2.40283, -0.52951, 3.10249]],
  "forces_ev_per_angstrom": [[0.345, -2.189, 0.555], [-0.480, 0.526, 0.701], [-0.680, 0.306, -0.485], [-0.216, -0.323, -0.727], [0.921, 0.066, -0.093], [0.544, 0.267, 0.451], [0.076, 0.025, 0.027], [0.078, 0.013, -0.013], [0.024, 0.135, -0.156], [-0.059, 0.009, -0.093], [-0.006, 0.163, -0.088], [-0.068, -0.002, -0.076], [-0.072, 0.009, -0.051], [-0.050, -0.019, -0.113], [-0.108, 0.006, 0.009], [-0.086, 0.062, -0.014], [-0.090, 0.074, 0.003], [0.021, 0.013, 0.107], [0.017, 0.056, 0.100], [0.052, 0.062, 0.084], [0.111, -0.014, 0.058], [0.107, -0.005, 0.035], [0.128, 0.030, 0.041], [0.074, -0.088, -0.048], [0.098, -0.056, -0.030], [0.031, -0.038, -0.139], [-0.111, 0.033, -0.160], [0.194, 0.068, 0.335], [-0.011, 0.030, 0.049], [0.050, -0.006, 0.029], [-0.034, 0.071, -0.025], [0.106, -0.126, 0.141], [0.187, 0.066, 0.254], [-0.871, 0.505, -0.685], [-0.038, 0.098, 0.017], [-0.020, 0.014, -0.132], [0.007, -0.149, -0.030], [-0.008, -0.089, 0.055], [-0.500, -0.678, 0.372], [0.045, 0.473, -0.306], [-0.147, 0.069, 0.070], [0.294, 0.334, -0.154], [-0.033, 0.420, 0.030], [0.216, -0.212, -0.048], [-0.125, -0.146, 0.021], [-0.096, -0.017, 0.123], [-0.086, -0.019, -0.117], [0.062, 0.035, 0.089], [0.052, -0.036, -0.093], [0.093, -0.094, 0.041], [0.070, -0.189, -0.572], [0.120, -0.196, 0.105], [-0.528, -0.030, 0.102], [0.369, -0.159, 0.440], [0.060, 0.555, -0.097], [0.198, 0.480, -0.056], [-0.077, -0.124, 0.058], [-0.013, 0.161, -0.023], [0.096, -0.093, 0.025], [-0.132, -0.056, 0.012], [0.007, 0.194, 0.038], [-0.041, -0.054, -0.141], [0.067, -0.090, 0.124], [0.100, 0.143, -0.030], [-0.117, -0.023, 0.118], [0.049, -0.082, -0.124], [-0.040, -0.067, 0.069], [-0.023, -0.042, 0.075], [-0.101, 0.024, -0.056], [-0.015, -0.026, 0.030], [0.013, -0.056, -0.015]]
}

=====

# 4
{
  "formula": "C6H14N4",
  "method": "ωB97M-V/def2-TZVPD",
  "gap_ev": 9.97,
  "lumo_energy_ev": 0.815,
  "species": ["C", "C", "C", "C", "C", "C", "N", "N", "N", "N", "H", "H", "H", "H", "H", "H", "H", "H", "H", "H", "H", "H", "H", "H"],
  "positions_angstrom": [[2.67127, 0.32341, -0.92835], [-3.01581, -0.34776, -0.00540], [-0.92268, 0.29282, 1.21009], [-1.68280, 1.27317, -1.16979], [3.43889, -0.46195, 1.12594], [-1.53330, 0.06641, -0.15431], [0.84948, -2.30035, -0.40574], [-0.03278, -1.67194, -0.69010], [3.32340, -0.56920, -0.31125], [-0.88129, -0.92829, -1.03738], [2.65829, 0.07918, -2.00983], [2.14567, 1.20397, -0.70736], [-3.55397, 0.50726, 0.24161], [-3.35163, -0.87535, -0.93573], [-3.17126, -1.07959, 0.73393], [-1.72121, 0.42910, 1.92662], [-0.17713, 1.03219, 1.20729], [-0.43246, -0.60379, 1.50258], [-2.36981, 2.00517, -0.85498], [-0.75277, 1.76586, -1.21693], [-2.05587, 1.10872, -2.09281], [3.00608, -1.33111, 1.46999], [4.45798, -0.34623, 1.46368], [3.10372, 0.42829, 1.63820]],
  "forces_ev_per_angstrom": [[1.308, -2.661, -2.826], [1.242, -1.959, -1.675], [-0.705, -0.621, -0.860], [1.647, 0.172, 3.931], [1.200, 1.685, -0.430], [-2.374, 0.451, -2.358], [0.565, -1.224, 0.229], [1.750, -0.360, 1.364], [-0.210, 1.609, 0.701], [-2.035, 1.229, -1.255], [-0.295, 0.527, 0.300], [-0.565, 1.236, 1.458], [-1.271, 1.347, 0.234], [0.101, 1.019, 0.542], [-0.022, -0.963, 1.337], [0.054, 0.554, 0.222], [0.783, 1.326, 0.206], [0.463, -1.001, 0.381], [-0.873, 1.022, 1.305], [1.319, 0.646, -0.471], [-0.704, -1.759, -3.086], [-0.794, -1.818, 1.411], [0.837, -0.995, -0.402], [-1.421, 0.537, -0.257]]
}

=====

Computed energy relative to the best compared isomer or geometry (same formula, charge and spin) (kcal per mole) in order:
1.8, 7.7, 4.2, 96.8